(1)
Here is one molecule with the formula C5H6O from the OMol25 dataset. Energies are from ωB97M-V/def2-TZVPD.

Calculated total energy, Eh: -269.28887
Energy relative to the best compared isomer or geometry (same formula, charge and spin), eV: 1.561
Structure (SMILES): C#CCC(C)=O
HOMO-LUMO gap, eV: 10.6
LUMO, eV: 0.86
Total charge: 0

Element x y z (Å)
C (-1.33552, 0.87227, 0.17221)
C (-0.98954, -0.45519, -0.45801)
O (-1.83944, -1.19323, -0.90356)
C (0.48252, -0.87082, -0.61089)
C (1.45043, -0.25765, 0.29839)
C (2.26368, 0.22991, 1.04069)
H (-2.37609, 0.84307, 0.50136)
H (-1.22914, 1.65955, -0.58542)
H (-0.67640, 1.12217, 1.00644)
H (0.76691, -0.65102, -1.64914)
H (0.50130, -1.96132, -0.51541)
H (2.98129, 0.66227, 1.70335)

=====

(2)
Here is a 3-piece molecular cluster, C43H53F2N3O8S2Si overall in a non-equilibrium geometry from the OMol25 dataset. Energies are from ωB97M-V/def2-TZVPD.

Calculated total energy, Eh: -3721.98125
Energy relative to the best compared isomer or geometry (same formula, charge and spin), eV: 0.000
Structure (SMILES): CC(=O)OCc1cc2c(cc1CCCS(=O)(=O)O)Sc1ccc(C(F)(F)CC[Si](C)(C)c3ccccc3)cc1N2CC(=O)c1ccccc1.CN(C)C=O.CN(C)C=O
HOMO-LUMO gap, eV: 8.1
LUMO, eV: 0.30
Total charge: 0

Element x y z (Å)
C (-1.39030, 6.83545, 2.24543)
C (-2.59858, 6.50921, 3.20941)
O (-3.47361, 7.32731, 3.32163)
O (-2.59745, 5.28366, 3.90345)
C (-3.55477, 4.42091, 3.22047)
C (-2.96982, 3.89321, 1.85851)
C (-1.84202, 2.94227, 1.85792)
C (-1.26956, 2.39032, 0.61756)
C (-1.87492, 2.84326, -0.63112)
C (-2.98019, 3.78556, -0.68113)
C (-3.55557, 4.30818, 0.58050)
C (-4.78047, 5.28035, 0.41970)
C (-5.76090, 4.65809, -0.66006)
C (-6.18977, 3.17639, -0.36568)
S (-5.99812, 2.05119, -1.81289)
O (-5.37722, 2.69105, -2.96704)
O (-7.32191, 1.49737, -2.10721)
O (-5.05824, 0.75995, -1.36869)
S (-1.25381, 2.21607, -2.22601)
C (0.40396, 1.60367, -1.73987)
C (1.38432, 1.40102, -2.81797)
C (2.70069, 0.87279, -2.49715)
C (3.02247, 0.56317, -1.09281)
C (4.44651, -0.03979, -0.82143)
F (5.31541, 0.47605, -1.77979)
F (4.86670, 0.26475, 0.46870)
C (4.33142, -1.60932, -1.02120)
C (4.24830, -2.06221, -2.53833)
Si (2.66049, -3.06273, -2.95998)
C (1.04746, -2.13722, -2.55252)
C (2.57841, -4.75983, -2.10367)
C (2.67503, -3.30051, -4.87120)
C (3.89032, -3.01740, -5.65470)
C (3.97833, -3.20768, -7.10180)
C (2.78318, -3.69587, -7.79016)
C (1.53556, -3.96289, -7.06510)
C (1.47959, -3.77223, -5.62261)
C (2.03368, 0.78437, -0.04193)
C (0.68490, 1.31272, -0.34322)
N (-0.20185, 1.43485, 0.78595)
C (-0.70137, 0.09874, 1.19943)
C (-0.57291, -0.11238, 2.77129)
O (-0.01040, 0.66706, 3.49843)
C (-1.23070, -1.44866, 3.28267)
C (-0.32845, -2.57463, 3.47876)
C (-0.86836, -3.85456, 3.90573)
C (-2.31073, -4.00997, 4.12356)
C (-3.18010, -2.85477, 3.93811)
C (-2.67208, -1.53727, 3.50450)
H (-1.49739, 6.24028, 1.30120)
H (-1.42025, 7.92868, 1.98684)
H (-0.42832, 6.54036, 2.73833)
H (-3.88775, 3.57184, 3.88233)
H (-4.47635, 5.04641, 3.06233)
H (-1.44176, 2.62639, 2.85765)
H (-3.39205, 4.10980, -1.66007)
H (-4.44452, 6.27961, 0.04071)
H (-5.38053, 5.38780, 1.36495)
H (-5.33178, 4.82919, -1.67776)
H (-6.70591, 5.27648, -0.62211)
H (-5.66038, 2.68809, 0.49226)
H (-7.28543, 3.14905, -0.10709)
H (-4.89592, 0.21535, -2.16822)
H (1.08966, 1.64181, -3.86666)
H (3.41398, 0.70197, -3.34121)
H (3.42705, -2.03386, -0.50265)
H (5.21342, -2.15091, -0.57143)
H (4.32782, -1.22816, -3.28029)
H (5.10244, -2.76568, -2.77626)
H (0.14145, -2.81318, -2.54082)
H (0.86014, -1.41736, -3.40119)
H (1.10282, -1.59915, -1.56692)
H (2.02111, -5.46469, -2.78967)
H (1.92405, -4.67748, -1.18334)
H (3.57023, -5.18123, -1.78958)
H (4.80038, -2.62900, -5.12860)
H (4.88222, -3.01825, -7.71892)
H (2.83493, -3.85413, -8.89308)
H (0.65967, -4.32681, -7.64487)
H (0.56013, -3.96602, -5.02390)
H (2.35320, 0.52773, 1.00078)
H (-0.07880, -0.69093, 0.70873)
H (-1.79886, 0.03651, 0.97579)
H (0.76718, -2.50598, 3.29764)
H (-0.20694, -4.73760, 4.04495)
H (-2.67373, -5.02020, 4.42552)
H (-4.27276, -2.98838, 4.09600)
H (-3.32154, -0.65024, 3.34789)
C (2.11199, 5.43614, 1.27055)
O (1.06996, 5.14372, 0.71359)
N (2.78054, 4.64478, 2.14279)
C (4.01828, 5.06197, 2.76900)
C (2.23735, 3.33550, 2.45939)
H (2.60826, 6.40658, 1.09983)
H (4.81076, 4.35849, 2.50256)
H (3.88806, 5.06815, 3.85393)
H (4.30309, 6.06096, 2.43874)
H (2.15686, 2.75015, 1.54385)
H (1.23905, 3.45510, 2.88493)
H (2.87881, 2.81662, 3.17067)
C (0.11012, -6.24985, 1.43068)
O (0.47364, -5.42667, 0.61267)
N (0.84765, -7.30081, 1.86441)
C (0.34499, -8.24283, 2.84421)
C (2.18435, -7.48779, 1.32925)
H (-0.88751, -6.19922, 1.89800)
H (0.99981, -8.23582, 3.71895)
H (0.33364, -9.24421, 2.40765)
H (-0.66599, -7.97805, 3.15401)
H (2.78754, -6.60460, 1.54931)
H (2.12521, -7.60736, 0.24561)
H (2.65007, -8.36810, 1.76973)

=====

(3)
Here is C24H60BaN5O11 as an isolated structure in a non-equilibrium geometry from the OMol25 dataset. Energies are from ωB97M-V/def2-TZVPD.

Calculated total energy, Eh: -2076.44124
Energy relative to the best compared isomer or geometry (same formula, charge and spin), eV: 12.762
HOMO-LUMO gap, eV: 2.3
LUMO, eV: -6.45
Total charge: +1

Element x y z (Å)
Ba (-4.75153, 5.53202, -1.20986)
N (0.53943, 2.74490, 0.56570)
O (-0.41243, 3.09590, -0.11731)
O (1.45284, 3.50251, 0.70045)
O (0.53276, 1.59443, 1.07427)
C (-0.98937, 0.18626, 8.90649)
O (0.01158, 0.13566, 7.83774)
C (1.17455, 0.83541, 8.20434)
C (2.06983, 0.91971, 7.02497)
N (2.47226, -0.43768, 6.60974)
C (3.52001, -0.33740, 5.60273)
C (4.05288, -1.68787, 5.15337)
O (3.02763, -2.49060, 4.64137)
C (3.42080, -3.80084, 4.23945)
H (-1.21074, -0.80040, 9.31342)
H (-1.97201, 0.57229, 8.63539)
H (-0.61054, 0.70859, 9.78498)
H (1.81168, 0.45103, 9.00085)
H (1.01237, 1.80345, 8.67837)
H (2.99645, 1.47403, 7.17404)
H (1.49362, 1.42009, 6.24671)
H (2.87436, -0.92473, 7.39790)
H (4.25996, 0.23949, 6.15751)
H (3.23724, 0.35917, 4.81347)
H (4.53621, -2.17444, 6.00057)
H (4.76729, -1.57868, 4.33741)
H (3.91821, -4.17869, 5.13271)
H (3.92263, -3.76237, 3.27260)
H (2.48296, -4.35600, 4.22108)
C (-0.95286, 8.06881, -3.48806)
O (-2.34073, 8.48219, -3.38242)
C (-2.69593, 9.61063, -4.14539)
C (-4.22512, 9.89852, -4.11402)
N (-5.02576, 9.55858, -2.87863)
C (-4.88275, 10.54027, -1.82197)
C (-3.58274, 10.55265, -0.94212)
O (-3.04197, 9.32996, -0.64150)
C (-1.84755, 9.46320, 0.08821)
H (-0.37955, 8.77779, -2.89076)
H (-0.75626, 7.89377, -4.54579)
H (-0.66903, 7.07515, -3.14138)
H (-2.45713, 9.53271, -5.20605)
H (-2.18081, 10.48538, -3.74845)
H (-4.80802, 9.26155, -4.77929)
H (-4.57395, 10.85793, -4.49607)
H (-5.96423, 9.73364, -3.20838)
H (-5.67328, 10.48144, -1.07383)
H (-5.06049, 11.55852, -2.16790)
H (-3.79584, 11.18294, -0.07873)
H (-2.79880, 10.93247, -1.59730)
H (-1.04980, 9.33760, -0.64385)
H (-1.88416, 8.49574, 0.58898)
H (-1.66365, 10.16868, 0.89851)
C (-5.94926, -2.88564, 4.85614)
O (-5.17702, -3.86158, 4.13532)
C (-5.90087, -5.00990, 3.70755)
C (-4.98481, -5.79550, 2.68843)
N (-3.62929, -6.11017, 3.27267)
C (-2.74355, -7.02455, 2.46296)
C (-2.46341, -6.46193, 1.04045)
O (-1.70492, -5.23691, 1.34948)
C (-1.16529, -4.60417, 0.14814)
H (-5.33052, -2.23498, 5.47413)
H (-6.72247, -3.29176, 5.50830)
H (-6.68039, -2.24993, 4.35673)
H (-6.78775, -4.79498, 3.11142)
H (-5.99483, -5.58742, 4.62719)
H (-5.05909, -5.18518, 1.78838)
H (-5.43969, -6.77040, 2.51303)
H (-3.83576, -6.64075, 4.10691)
H (-3.36486, -7.92006, 2.45204)
H (-1.88956, -7.33687, 3.06401)
H (-3.34402, -6.24469, 0.43594)
H (-1.73558, -7.06935, 0.50247)
H (-0.49944, -3.78941, 0.43262)
H (-1.80783, -4.42523, -0.71396)
H (-0.53569, -5.34281, -0.34796)
C (5.17650, -8.11091, -8.52516)
O (6.01429, -7.47054, -7.50063)
C (5.38428, -6.33547, -6.91857)
C (6.09323, -5.09614, -7.49155)
N (5.23393, -3.95390, -7.37808)
C (5.72167, -3.06016, -6.38269)
C (4.58622, -1.98686, -6.13700)
O (3.41380, -2.59844, -5.44485)
C (2.52732, -1.49972, -5.26555)
H (5.12121, -7.46799, -9.40362)
H (4.26604, -8.43641, -8.02195)
H (5.69512, -9.02638, -8.80982)
H (5.45279, -6.37550, -5.83146)
H (4.30921, -6.33010, -7.09829)
H (6.39984, -5.20572, -8.53178)
H (7.04871, -5.01427, -6.97342)
H (4.31275, -4.18965, -7.03755)
H (6.60859, -2.50475, -6.68763)
H (5.88270, -3.36923, -5.34990)
H (4.31704, -1.43148, -7.03544)
H (5.09003, -1.29725, -5.45971)
H (2.94348, -0.51004, -5.07731)
H (1.89497, -1.80057, -4.43025)
H (1.92181, -1.38002, -6.16395)

=====

(4)
Here is one molecule with the formula C5H7N in a non-equilibrium geometry from the OMol25 dataset. Energies are from ωB97M-V/def2-TZVPD.

Calculated total energy, Eh: -249.39998
Energy relative to the best compared isomer or geometry (same formula, charge and spin), eV: 1.993
HOMO-LUMO gap, eV: 11.4
LUMO, eV: 1.03
Total charge: 0

Element x y z (Å)
C (1.00163, 0.68300, -0.87580)
C (-0.16728, -0.01666, -0.22365)
C (-0.01364, -1.23071, 0.61942)
C (-0.34797, 0.08356, 1.27680)
C (-2.30003, 0.62440, -1.41157)
N (-1.34437, 0.07587, -0.99726)
H (1.90170, 0.53438, -0.27492)
H (1.16543, 0.25935, -1.86775)
H (0.84578, 1.76617, -0.98995)
H (0.98407, -1.65048, 0.68427)
H (-0.83231, -1.92764, 0.51087)
H (0.44643, 0.57134, 1.83837)
H (-1.33943, 0.22741, 1.71118)